Entry 1:
The molecule C4H7N3O2 at a distorted geometry. Source: the OMol25 dataset; level of theory: ωB97M-V/def2-TZVPD.

The geometry in ORCA input format:
```
! RIJCOSX wB97M-V def2-TZVPD def2/J DEFGRID3
* xyz 0 1
H -1.480 1.599 2.232
N -1.401 1.469 1.208
C -0.367 0.716 0.985
C 0.445 0.067 2.178
O -0.029 0.154 3.301
O 1.724 -0.278 1.981
C -0.151 0.086 -0.358
C -1.291 -0.074 -1.323
N 1.055 -0.399 -0.474
N 1.446 -0.987 -1.621
H 1.982 -0.259 1.028
H -2.151 0.531 -1.031
H -1.594 -1.124 -1.366
H -0.979 0.246 -2.322
H 0.718 -1.343 -2.240
H 2.074 -0.402 -2.178
*
```

For the LUMO energy, the calculation gives -0.348 eV. Its HOMO-LUMO gap is 9.18 eV. As for the total energy: -471.3191 hartree. As for the SMILES: [H]/N=C(C(=O)O)/C(C)=N/N. The calculation puts the energy above the lowest of the compared OMol25 structures with the same formula, charge and spin at 220.31 kJ/mol.

---

Entry 2:
A cluster of 5 separate species, C28H39BrCl8F6O12PS2 in total at a distorted geometry. Source: the OMol25 dataset; level of theory: ωB97M-V/def2-TZVPD.

The geometry in ORCA input format:
```
! RIJCOSX wB97M-V def2-TZVPD def2/J DEFGRID3
* xyz -1 1
C 0.303 -5.900 2.426
C 1.127 -4.894 1.374
C 0.132 -3.911 0.566
C 0.462 -2.268 0.624
C 1.753 -2.051 -0.334
Br 3.424 -1.359 0.636
C 2.440 -3.237 -1.190
C 3.737 -4.007 -0.550
O 1.028 -2.120 1.933
S 0.720 -0.850 2.915
O 2.104 -0.309 3.469
O 0.248 -1.584 4.238
C -0.423 0.499 2.270
C -1.716 0.811 3.228
C -1.681 0.630 4.831
O -2.253 -0.427 5.476
C 0.480 1.899 2.436
C 0.679 2.511 3.918
C 2.073 3.436 3.895
C -0.854 0.239 0.646
C -2.291 0.887 0.345
C -2.286 2.659 0.416
C -3.750 3.375 -0.214
O -3.337 3.309 1.377
C 0.149 0.988 -0.444
O 1.503 1.103 -0.293
C -0.096 1.507 -1.960
F 0.306 0.329 -2.832
F -1.388 1.918 -2.454
C 0.941 2.676 -2.521
F 2.302 2.172 -2.876
F 0.364 2.977 -3.897
C 0.893 4.120 -1.785
F -0.477 4.761 -1.760
F 1.668 5.039 -2.711
C 1.674 4.259 -0.355
O 1.095 4.932 0.653
O 3.037 3.710 -0.060
C -0.933 -1.406 0.294
C -2.208 -1.890 1.270
O -3.514 -1.853 0.978
O -2.043 -2.525 2.620
P -1.509 -1.953 -1.396
O -2.392 -0.896 -2.444
O -0.303 -2.555 -2.561
S -2.655 -3.598 -1.454
H -0.037 -5.208 3.312
H 0.956 -6.825 2.763
H -0.686 -6.308 1.899
H 1.586 -5.650 0.569
H 2.027 -4.457 1.949
H -0.034 -4.291 -0.555
H -0.922 -4.198 1.047
H 1.427 -1.272 -1.179
H 2.931 -2.705 -2.149
H 1.758 -4.046 -1.676
H 3.700 -4.247 0.585
H 3.775 -5.067 -1.101
H 4.759 -3.482 -0.877
H -1.939 1.975 3.074
H -2.688 0.161 2.983
H -1.245 1.442 5.591
H 1.616 1.756 2.092
H 0.099 2.782 1.773
H 0.896 1.682 4.742
H -0.168 3.223 4.298
H 1.964 4.274 3.068
H 2.982 2.714 3.617
H 2.343 3.866 4.963
H -3.213 0.686 1.013
H -2.750 0.806 -0.719
H -1.220 3.271 0.163
H -3.651 4.489 -0.559
H -4.584 2.610 -0.517
H 3.480 4.460 0.471
H -3.344 -0.922 -2.103
H -0.792 -2.772 -3.418
C 4.484 -3.131 -4.902
Cl 5.271 -2.510 -3.446
Cl 4.139 -4.858 -4.751
H 3.545 -2.593 -5.056
H 5.144 -2.973 -5.758
C 1.719 -0.271 -6.038
Cl 3.475 -0.080 -6.103
Cl 1.274 -1.799 -5.268
H 1.292 0.555 -5.464
H 1.322 -0.257 -7.056
C -6.657 -1.874 -0.635
Cl -6.735 -3.638 -0.714
Cl -5.596 -1.227 -1.893
H -7.661 -1.466 -0.773
H -6.269 -1.578 0.343
C -1.214 7.497 0.604
Cl -2.437 6.791 1.668
Cl -0.631 9.040 1.241
H -0.372 6.805 0.521
H -1.653 7.663 -0.382
*
```

For the LUMO energy, the calculation gives -0.112 eV. Its HOMO-LUMO gap is 5.23 eV. As for the total energy: -9984.9095 hartree.